Record 1
Below is a cluster of 16 separate species, C24H84O19P2 in total in a non-equilibrium geometry, with properties calculated with wB97M-V/def2-TZVPD.

LUMO level	0.33	eV
maximum force	1.4	eV/A
Kohn-Sham gap	8.235	eV
E_tot	-3076.74883	hartree

```
129
Properties=species:S:1:pos:R:3:lowdin_charge:R:1
C 2.557 1.222 0.503 -0.0821
O 1.673 0.967 -0.576 -0.1855
C 1.090 2.106 -1.181 -0.2357
C -0.423 2.000 -1.138 -0.1785
C -0.944 1.071 -2.209 -0.2059
C -2.429 0.762 -2.113 -0.1990
C -2.767 -0.434 -1.203 -0.1812
C -3.328 -0.034 0.174 -0.2254
C -4.824 -0.289 0.289 -0.2734
C -5.678 0.520 -0.700 -0.3845
P -5.575 2.401 -0.477 0.7495
P -5.376 4.666 -0.328 0.3050
O -6.653 5.359 -0.287 -0.3225
O -4.540 5.157 -1.659 -0.2122
O -4.407 5.019 0.936 -0.2004
H 2.352 2.146 1.037 0.0762
H 3.595 1.219 0.174 0.0814
H 2.456 0.420 1.225 0.0564
H 1.411 3.039 -0.723 0.1154
H 1.435 2.146 -2.218 0.1220
H -0.807 3.015 -1.245 0.1110
H -0.677 1.664 -0.133 0.1198
H -0.383 0.142 -2.254 0.1155
H -0.770 1.558 -3.168 0.1105
H -2.767 0.513 -3.115 0.0886
H -3.025 1.611 -1.783 0.0743
H -3.530 -1.027 -1.702 0.0984
H -1.914 -1.091 -1.063 0.0976
H -2.859 -0.695 0.895 0.0860
H -3.023 0.972 0.453 0.0840
H -5.187 -0.093 1.295 0.0993
H -4.960 -1.336 0.042 0.0798
H -5.317 0.290 -1.702 0.0583
H -6.714 0.194 -0.676 0.0665
H -4.682 2.273 0.627 0.0025
H -5.142 2.538 -1.838 -0.0163
H -6.953 2.544 -0.189 0.0134
H -3.898 4.473 -1.924 0.0569
H -3.605 5.443 0.576 0.0685
C 6.683 2.000 0.777 -0.1538
O 5.569 2.564 1.460 -0.1371
H 6.321 1.214 0.119 0.0755
H 7.182 2.766 0.178 0.0666
H 7.394 1.568 1.486 0.0815
H 5.912 3.261 2.032 0.0622
C -2.922 -1.199 -5.885 -0.1541
O -2.307 0.058 -5.639 -0.1321
H -2.744 -1.832 -5.018 0.0672
H -4.001 -1.085 -6.024 0.0795
H -2.492 -1.680 -6.768 0.0747
H -2.470 0.617 -6.408 0.0406
C 4.081 -2.009 2.502 -0.1552
O 5.290 -1.296 2.772 -0.1317
H 4.211 -3.042 2.825 0.0661
H 3.255 -1.563 3.051 0.0553
H 3.864 -1.992 1.433 0.0737
H 5.145 -0.387 2.483 0.0518
C 3.760 1.199 4.925 -0.1358
O 3.068 0.748 3.764 -0.1383
H 4.746 0.759 4.934 0.0542
H 3.853 2.290 4.906 0.0654
H 3.225 0.894 5.828 0.0841
H 2.193 1.154 3.774 0.0755
C -4.988 -4.777 -0.067 -0.1393
O -4.924 -3.589 0.722 -0.1386
H -4.084 -4.832 -0.666 0.0526
H -5.044 -5.662 0.572 0.0772
H -5.856 -4.753 -0.732 0.0774
H -5.726 -3.545 1.252 0.0750
C -6.665 4.582 -4.691 -0.1548
O -7.007 4.009 -3.437 -0.1429
H -7.539 4.514 -5.335 0.0752
H -6.392 5.634 -4.574 0.0790
H -5.838 4.040 -5.160 0.0733
H -6.228 4.075 -2.872 -0.0066
C 5.578 -0.247 8.013 -0.1533
O 5.798 -0.292 6.607 -0.1396
H 5.353 0.782 8.280 0.0773
H 4.732 -0.880 8.296 0.0769
H 6.469 -0.568 8.560 0.0739
H 5.994 -1.204 6.369 0.0840
C -4.055 1.110 -9.046 -0.1460
O -3.498 1.910 -8.003 -0.1319
H -5.058 0.825 -8.742 0.0811
H -4.113 1.674 -9.978 0.0771
H -3.461 0.206 -9.205 0.0760
H -2.611 2.170 -8.276 0.0807
C -1.821 -5.002 -3.205 -0.1519
O -2.151 -5.559 -1.936 -0.1327
H -2.709 -5.055 -3.830 0.0772
H -1.518 -3.957 -3.106 0.0705
H -1.017 -5.569 -3.682 0.0756
H -1.364 -5.510 -1.382 0.0762
C 0.635 -2.860 1.013 -0.1382
O 1.298 -1.664 1.403 -0.1425
H 0.706 -3.573 1.832 0.0776
H -0.421 -2.663 0.802 0.0656
H 1.113 -3.289 0.127 0.0776
H 1.228 -1.045 0.664 0.0515
C 2.337 4.888 3.668 -0.1419
O 2.388 3.528 3.251 -0.1453
H 1.306 5.122 3.918 0.0786
H 2.962 5.048 4.551 0.0768
H 2.669 5.554 2.867 0.0774
H 3.304 3.322 3.030 0.0548
C 7.829 6.252 0.472 -0.1484
O 7.631 5.240 1.455 -0.1343
H 6.850 6.598 0.151 0.0791
H 8.385 7.095 0.888 0.0759
H 8.366 5.855 -0.393 0.0770
H 8.500 4.936 1.738 0.0789
C -2.831 -1.884 3.959 -0.1462
O -3.033 -0.570 3.449 -0.1313
H -2.182 -2.412 3.266 0.0713
H -2.351 -1.852 4.941 0.0749
H -3.779 -2.423 4.036 0.0748
H -3.609 -0.102 4.063 0.0756
C 3.842 -6.597 2.472 -0.1610
O 2.721 -6.033 3.158 -0.1343
H 3.488 -7.392 1.825 0.0691
H 4.333 -5.840 1.864 0.0582
H 4.551 -7.012 3.195 0.0772
H 3.063 -5.331 3.722 0.0622
C 4.116 -7.325 -1.577 -0.1501
O 4.637 -6.626 -0.451 -0.1381
H 3.080 -7.571 -1.362 0.0770
H 4.154 -6.703 -2.475 0.0748
H 4.671 -8.250 -1.754 0.0761
H 5.555 -6.408 -0.643 0.0807
```

---

Record 2
Below is a cluster of 17 separate species, C24H87N13O17 in total in a non-equilibrium geometry, with properties calculated with wB97M-V/def2-TZVPD.

LUMO level (spin up / spin down)	1.97 / 1.88	eV
maximum force	6.6	eV/A
Kohn-Sham gap (spin up / spin down)	1.844 / 7.456	eV
net charge	-1
spin multiplicity	2
E_tot	-2957.41232	hartree

```
141
Properties=species:S:1:pos:R:3:mulliken_spin:R:1
C -23.737 4.442 18.035 0.2322
O -24.221 5.515 18.239 -0.0968
N -23.139 4.132 16.941 -0.0475
N -23.602 3.528 18.894 -0.0238
H -22.722 3.213 16.987 -0.0081
H -23.007 4.759 16.160 -0.0015
H -24.048 3.706 19.782 -0.0065
H -23.147 2.666 18.627 0.0034
C -27.409 12.321 16.731 0.0056
O -27.356 11.704 15.700 0.0009
N -28.518 12.664 17.352 -0.0005
N -26.361 12.581 17.443 0.0016
H -29.369 12.457 16.848 -0.0004
H -28.569 12.683 18.360 -0.0003
H -25.432 12.409 17.086 -0.0010
H -26.421 13.026 18.347 0.0044
C -22.628 6.214 12.691 0.4600
O -23.488 6.660 13.504 -0.1790
N -21.514 6.780 12.345 -0.1195
N -22.742 5.099 12.051 -0.0346
H -20.838 6.399 11.699 -0.0450
H -21.337 7.684 12.758 0.0891
H -23.585 4.574 12.235 -0.0006
H -22.069 4.892 11.327 -0.0082
C -22.874 11.722 21.748 0.4428
O -23.511 12.575 22.287 -0.1169
N -23.263 10.447 21.587 -0.1317
N -21.630 11.797 21.286 0.1691
H -22.554 9.809 21.255 -0.0077
H -24.180 10.207 21.938 0.0242
H -21.098 10.955 21.119 -0.1594
H -21.107 12.661 21.280 -0.0591
C -26.797 10.489 20.423 0.0363
C -26.432 9.004 19.927 -0.0189
C -26.877 7.879 20.833 -0.0070
O -26.444 8.032 22.142 -0.0044
C -27.007 6.964 22.888 0.0014
N -26.891 8.788 18.472 0.0078
H -26.896 10.437 21.507 -0.0005
H -27.827 10.806 20.264 0.0030
H -26.119 11.285 20.117 -0.0115
H -25.351 8.894 19.846 0.0002
H -26.393 7.000 20.406 0.0103
H -27.959 7.759 20.884 -0.0014
H -28.092 6.891 22.807 0.0007
H -26.750 6.974 23.948 0.0000
H -26.554 6.043 22.522 0.0013
H -26.704 9.692 18.060 -0.0011
H -27.899 8.826 18.510 -0.0014
C -23.534 17.730 18.442 0.0030
C -22.035 17.729 18.101 0.0048
C -21.662 16.444 17.489 -0.0299
O -20.282 16.454 17.172 -0.1565
C -19.818 15.212 16.619 0.4582
N -21.766 18.847 17.191 0.0015
H -23.943 17.057 19.196 0.0033
H -24.122 17.488 17.557 0.0004
H -23.821 18.690 18.871 -0.0013
H -21.313 17.904 18.899 0.0085
H -22.308 16.215 16.642 -0.0037
H -21.907 15.673 18.219 -0.0029
H -18.776 15.415 16.370 -0.0616
H -20.294 14.987 15.664 0.0292
H -19.887 14.329 17.254 -0.0413
H -21.435 19.697 17.625 -0.0006
H -20.926 18.578 16.700 -0.0013
C -23.441 14.255 13.830 0.0513
C -24.920 13.661 13.832 -0.0905
C -25.911 14.703 14.359 0.0037
O -25.701 15.156 15.636 0.0064
C -26.788 15.944 16.203 0.0003
N -25.218 13.480 12.393 0.0247
H -23.139 14.521 12.817 -0.0364
H -22.639 13.563 14.088 0.0072
H -23.313 15.013 14.602 0.0445
H -24.968 12.774 14.463 0.0224
H -26.897 14.237 14.363 0.0013
H -25.996 15.497 13.617 -0.0050
H -27.768 15.484 16.081 0.0004
H -26.770 16.987 15.886 -0.0003
H -26.683 16.018 17.285 0.0018
H -24.605 12.794 11.976 -0.0058
H -25.006 14.276 11.808 -0.0027
C -19.793 4.536 15.058 -0.0261
C -19.465 5.907 15.647 -0.1976
C -18.355 5.768 16.639 0.1267
O -18.652 5.065 17.815 -0.0977
C -19.545 5.730 18.649 0.0393
N -18.967 6.671 14.461 0.0532
H -20.303 3.864 15.747 0.0167
H -18.889 4.055 14.685 -0.0137
H -20.496 4.667 14.235 0.0432
H -20.335 6.368 16.115 0.1161
H -17.934 6.733 16.922 0.0502
H -17.494 5.281 16.181 0.0084
H -18.929 6.277 19.363 -0.0122
H -20.078 4.947 19.188 0.0014
H -20.375 6.320 18.259 0.1137
H -18.225 6.193 13.970 -0.0562
H -19.748 6.568 13.828 -0.0248
C -23.133 8.186 16.567 0.8591
C -23.913 9.464 16.651 -0.1891
C -23.135 10.659 17.249 -0.6447
O -23.768 11.947 17.117 0.3921
C -23.372 12.888 18.127 -0.2517
N -24.408 9.839 15.317 -0.0364
H -22.161 8.320 16.093 -0.0337
H -23.634 7.407 15.992 -0.0369
H -22.935 7.714 17.529 -0.1271
H -24.804 9.247 17.241 0.0009
H -22.152 10.660 16.778 -0.4112
H -22.993 10.506 18.319 0.2462
H -23.879 13.825 17.898 -0.0811
H -22.319 13.039 18.361 0.3204
H -23.702 12.625 19.132 0.0001
H -23.557 10.199 14.909 0.0262
H -25.070 10.599 15.383 -0.0017
O -25.772 7.837 14.056 -0.0351
H -24.987 7.356 13.797 -0.0010
H -25.482 8.401 14.774 0.0002
O -26.156 13.982 20.006 -0.0106
H -25.414 13.855 20.597 0.0071
H -26.921 14.003 20.581 -0.0015
O -26.957 10.127 12.979 -0.0005
H -26.056 10.434 12.884 0.0027
H -27.495 10.890 12.768 0.0008
O -27.832 9.019 15.221 -0.0004
H -28.143 8.559 16.000 0.0002
H -27.616 9.898 15.532 -0.0005
O -26.489 6.473 16.833 -0.0020
H -25.629 6.093 17.015 0.0027
H -26.631 7.097 17.545 0.0013
O -21.238 9.226 13.303 -0.0953
H -20.844 9.889 12.736 0.0952
H -22.177 9.289 13.129 -0.0122
O -23.190 7.433 19.936 -0.0528
H -23.515 6.711 19.399 0.0577
H -22.445 7.781 19.446 0.0202
O -19.831 9.164 18.254 0.1282
H -19.732 8.979 17.320 -0.0454
H -19.419 10.019 18.375 0.1362
```